82
Properties=species:S:1:pos:R:3:forces:R:3:lowdin_charge:R:1 method="wB97M-V/def2-TZVPD" charge=+3 homo_ha=-0.5349 multiplicity=1 total_energy_ev=-64990.12915 homo_lumo_gap_ha=0.197
Bi 0.029744 1.230008 0.702024 1.59 -0.64 2.11 1.45
P -2.627778 3.549283 1.219503 -0.49 0.33 0.08 0.84
P 0.253606 1.813274 -1.967905 0.74 -0.21 -1.07 0.70
P 0.866779 -0.448701 2.957437 0.94 -0.37 -0.03 0.76
H 3.807665 -0.897206 -1.754419 0.06 -0.39 0.09 0.07
C 3.491857 -1.809453 -1.241269 -0.43 -0.60 -0.48 -0.06
C 2.477492 -2.559970 -1.696793 0.68 0.23 0.31 -0.09
H 2.007697 -2.362445 -2.665329 0.02 0.10 0.39 0.04
C -1.482070 4.597648 0.305187 0.38 -0.12 -0.25 -0.22
C -4.308699 4.001018 0.784661 -0.23 -0.18 -0.17 -0.18
C -2.416799 3.748143 2.993345 0.23 -0.20 0.26 -0.18
C 1.302871 0.638254 -2.891646 0.29 -0.27 -0.16 -0.23
C -1.244719 2.022615 -2.994741 -0.37 0.12 0.05 -0.25
C 1.146064 3.398115 -2.166772 0.00 0.15 0.40 -0.23
C 1.720977 -1.871773 2.183930 0.04 0.06 -0.24 -0.24
C -0.232020 -1.279803 4.154406 -0.35 0.26 -0.06 -0.24
C 2.159756 0.272077 4.022984 -0.09 0.29 -0.04 -0.23
H 4.101797 -2.131852 -0.392293 -0.45 0.21 -0.15 0.07
H 2.146478 -3.449209 -1.149173 0.32 0.14 -0.33 0.06
H -0.442642 4.249715 0.422836 -0.37 0.20 0.09 0.02
H -1.548468 5.632162 0.679857 -0.08 -0.35 -0.06 0.10
H -1.732468 4.592095 -0.767541 -0.04 0.02 0.37 0.06
H -4.659019 4.808407 1.442158 0.11 -0.18 -0.22 0.08
H -4.955738 3.123459 0.909764 0.04 0.27 0.02 0.08
H -4.350770 4.329561 -0.261500 -0.05 -0.07 0.25 0.07
H -3.078092 4.559435 3.332430 0.24 -0.21 -0.11 0.08
H -1.376120 3.998551 3.242721 -0.27 -0.09 -0.07 0.08
H -2.696081 2.821085 3.514860 0.02 0.31 -0.11 0.06
H 2.070276 1.210130 -3.433723 -0.22 -0.21 0.10 0.08
H 0.704426 0.084044 -3.628000 0.17 0.23 0.18 0.04
H 1.816255 -0.079141 -2.235699 -0.20 0.36 -0.06 0.00
H -1.201576 2.992380 -3.513402 -0.04 -0.35 0.09 0.07
H -2.148417 2.000227 -2.368207 0.15 0.04 -0.27 0.03
H -1.310377 1.221382 -3.745063 -0.01 0.31 0.22 0.05
H 1.460466 3.494489 -3.216723 -0.16 -0.04 0.28 0.08
H 2.039699 3.420922 -1.526364 -0.19 -0.05 -0.19 0.05
H 0.497483 4.246912 -1.905047 0.23 -0.23 -0.11 0.04
H 2.349162 -2.362927 2.939939 -0.21 0.03 -0.20 0.07
H 2.346117 -1.527113 1.350488 -0.13 -0.05 0.29 0.01
H 0.981992 -2.584658 1.796031 0.15 0.09 0.16 0.04
H 0.365396 -1.666639 4.992680 -0.16 0.10 -0.26 0.07
H -0.767449 -2.104590 3.668673 0.11 0.19 0.13 0.04
H -0.965606 -0.554533 4.529007 0.13 -0.28 0.11 0.05
H 2.659599 -0.535641 4.576224 -0.14 0.25 -0.10 0.07
H 1.682559 0.966226 4.728844 0.22 -0.17 -0.11 0.06
H 2.898104 0.823392 3.426813 -0.14 -0.14 0.12 0.04
C 3.329249 1.334076 0.768131 1.11 1.66 1.16 -0.45
C 3.255553 2.721506 1.085764 0.04 -1.32 0.06 -0.08
C 4.279186 3.301385 1.825704 0.35 0.14 -0.09 -0.08
C 5.417712 2.564337 2.164286 -0.04 0.07 0.08 -0.08
C 5.554786 1.243416 1.720379 0.10 0.26 -0.17 -0.06
C 4.546176 0.636826 0.983871 -0.82 0.32 0.08 -0.03
O 2.272216 0.644109 0.375817 -2.96 -0.85 -1.58 -0.40
H -2.464499 2.161362 0.887881 -0.12 0.90 0.01 -0.03
H 2.360784 3.281480 0.799363 0.14 -0.05 0.19 0.06
H 4.188057 4.346388 2.126605 0.13 -0.29 -0.07 0.11
H 6.210384 3.028481 2.754451 -0.28 -0.17 -0.21 0.12
H 6.460528 0.676235 1.947039 -0.25 0.25 -0.10 0.12
H 4.626379 -0.376361 0.595528 0.06 0.24 0.38 0.08
C -2.740733 -1.405167 -2.206850 -0.28 0.06 -0.17 0.04
N -1.619774 -2.368911 -2.016341 0.06 -0.21 0.35 -0.17
C -0.921260 -2.656682 -3.300067 0.11 -0.15 -0.22 0.03
C -0.666611 -1.952225 -0.898731 0.08 -0.38 -0.22 -0.10
C -1.472776 -1.754752 0.346635 0.08 -0.05 0.44 -0.31
C -2.206566 -2.855835 0.817907 -0.12 0.37 0.03 -0.03
C -3.167853 -2.676709 1.810358 0.01 -0.16 -0.02 -0.03
C -3.365441 -1.409741 2.357941 0.02 0.19 -0.05 -0.05
C -2.551253 -0.341749 1.964501 0.20 0.00 0.16 -0.17
C -1.564393 -0.515229 0.991822 0.12 -0.07 -1.24 -0.36
H -2.331920 -0.398481 -2.359301 -0.06 -0.36 0.05 0.08
H -3.389759 -1.428964 -1.327736 0.16 0.08 -0.20 0.11
H -3.299922 -1.723554 -3.092683 0.06 0.16 0.22 0.12
H -2.044389 -3.253633 -1.694388 0.14 0.35 -0.19 0.18
H -0.459286 -1.735561 -3.673282 -0.15 -0.28 0.14 0.09
H -0.159496 -3.422230 -3.121695 -0.16 0.19 -0.11 0.11
H -1.669514 -3.017744 -4.013744 0.29 0.05 0.11 0.12
H 0.070549 -2.759106 -0.805086 -0.20 0.17 -0.07 0.12
H -0.131715 -1.055857 -1.239366 -0.20 -0.20 0.05 0.08
H -2.036622 -3.848073 0.383857 -0.14 0.25 0.20 0.14
H -3.771580 -3.522552 2.142829 0.20 0.26 -0.04 0.13
H -4.142782 -1.249942 3.108465 0.26 -0.08 -0.24 0.13
H -2.681554 0.626110 2.456913 0.06 -0.28 0.01 0.07

9
Properties=species:S:1:pos:R:3:forces:R:3:lowdin_charge:R:1 method="wB97M-V/def2-TZVPD" charge=0 homo_ha=-0.2857 multiplicity=1 total_energy_ev=-13681.53553 homo_lumo_gap_ha=0.262
F -1.579844 -1.106347 1.052057 1.16 0.11 0.06 -0.14
C -0.439131 -0.278712 1.014131 -0.77 0.27 1.91 -0.42
C -0.187664 0.303196 2.221436 -0.54 -0.21 -0.15 -0.11
H 0.398789 1.225130 2.247574 0.43 -0.69 0.12 0.02
H -0.703771 -0.024528 3.133709 -0.28 0.55 -0.30 0.04
O 0.652690 -1.011968 -1.452809 -1.14 0.15 -4.65 -0.71
O 2.104626 -0.575461 -1.432367 1.60 0.87 -2.68 -0.73
Li 1.048433 0.592974 -2.328135 -0.11 -0.86 0.46 0.74
Cd 1.468098 -1.048036 0.323102 -0.34 -0.19 5.23 1.31

21
Properties=species:S:1:pos:R:3:forces:R:3:lowdin_charge:R:1 method="wB97M-V/def2-TZVPD" charge=-1 homo_ha=-0.0812 smiles=C[C@@H](CC[O-])NCN multiplicity=1 total_energy_ev=-10422.65315 homo_lumo_gap_ha=0.218
C 1.358548 -0.247812 -1.323178 0.19 0.54 0.63 -0.07
C 0.273561 -0.062110 -0.239469 0.23 0.21 -0.20 -0.44
C -0.299442 1.341872 -0.231353 0.44 0.30 0.23 -0.18
C 0.748188 2.499457 0.027849 -0.19 0.20 -0.13 -0.56
O 0.459255 3.224300 1.119352 0.00 -0.04 -0.07 -0.38
N -0.772310 -1.054576 -0.394254 0.11 0.14 -0.63 -0.07
C -0.921080 -2.141403 0.508288 -0.08 0.64 -0.12 -0.34
N -1.316356 -1.841471 1.875303 -0.12 -0.30 0.76 0.00
H 1.478212 -1.321565 -1.491603 0.15 0.21 -0.36 0.06
H 1.120648 0.335972 -2.217493 -0.30 -0.50 -0.20 0.07
H 2.297812 0.208266 -0.984329 -0.05 -0.32 0.04 0.06
H 0.755448 -0.194571 0.733113 -0.01 -0.21 0.14 0.13
H -0.863924 1.483631 -1.162712 -0.03 0.11 -0.08 0.09
H -0.973446 1.464960 0.616382 -0.22 -0.14 -0.03 0.09
H 0.780758 3.094115 -0.933392 0.01 0.02 0.05 0.07
H 1.770278 2.035310 0.063550 -0.02 -0.18 0.02 0.07
H -1.547363 -0.747573 -0.956431 -0.20 -0.09 0.32 0.10
H -1.682226 -2.793433 0.089492 0.04 -0.36 -0.05 0.10
H 0.040743 -2.652110 0.556574 -0.02 -0.37 0.14 0.11
H -0.588215 -1.402489 2.424379 0.09 0.06 -0.24 0.05
H -2.119089 -1.228769 1.919931 -0.02 0.07 -0.21 0.06

13
Properties=species:S:1:pos:R:3:forces:R:3:lowdin_charge:R:1 method="wB97M-V/def2-TZVPD" charge=0 homo_ha=-0.3352 smiles="C#CC1=CC1.C=O" multiplicity=1 total_energy_ev=-8361.21615 homo_lumo_gap_ha=0.357
C 2.721592 0.571177 -0.195293 -0.41 0.06 0.07 0.13
C 1.525294 0.606387 -0.045023 0.41 0.00 0.01 -0.09
C 0.147031 0.770128 0.175887 -0.08 0.06 0.28 -0.26
C -0.943165 0.519210 0.833913 0.28 0.02 -0.01 0.00
C -1.016727 1.685236 -0.094888 -0.14 0.31 -0.15 -0.09
H 3.784758 0.592626 -0.291346 -0.19 -0.11 -0.05 0.03
H -1.467470 -0.077672 1.563177 0.09 0.12 -0.12 0.11
H -1.571724 1.605892 -1.033272 0.13 -0.03 0.14 0.08
H -0.979255 2.695395 0.318296 -0.08 -0.10 -0.07 0.08
C -0.569575 -2.250069 -0.320826 -0.27 -0.07 0.13 -0.15
O -1.622103 -2.238650 0.265780 0.46 -0.18 -0.32 -0.02
H 0.280785 -2.875284 0.012051 -0.10 0.01 0.01 0.09
H -0.382282 -1.627490 -1.216657 -0.10 -0.09 0.09 0.09

What did we get for ΔE to the lowest compared entry with this formula, charge and spin? Answer: 10.8, 10.3, 24.1, 122.0 kcal per mole, in the order shown.